No. 1
This record from the Open Molecules 2025 dataset describes C23H72Br2O18 as an isolated structure at a distorted geometry. The level of theory is ωB97M-V with the def2-TZVPD basis set.

CARTESIAN COORDINATES (ANGSTROEM)
1 C 3.604 -0.192 -3.182
2 C 2.593 0.136 -4.265
3 O 1.908 -0.980 -4.794
4 C 1.076 -1.650 -3.876
5 C -0.140 -2.175 -4.596
6 O -1.225 -1.249 -4.712
7 C -2.230 -1.387 -3.794
8 O -3.461 -1.632 -4.526
9 C -3.614 -0.762 -5.565
10 O -3.785 -1.138 -6.700
11 C -2.442 -0.145 -2.879
12 Br -2.543 -0.838 -1.046
13 C -1.346 0.972 -2.969
14 C -2.065 2.323 -3.052
15 Br -0.208 1.077 -1.380
16 H 3.895 0.755 -2.727
17 H 4.514 -0.623 -3.579
18 H 3.194 -0.798 -2.380
19 H 3.122 0.589 -5.100
20 H 1.898 0.893 -3.888
21 H 1.612 -2.526 -3.494
22 H 0.830 -1.040 -3.006
23 H -0.459 -3.117 -4.156
24 H 0.170 -2.396 -5.609
25 H -2.126 -2.274 -3.181
26 H -3.625 0.306 -5.313
27 H -3.426 0.274 -3.029
28 H -0.724 0.881 -3.848
29 H -1.389 3.100 -3.390
30 H -2.863 2.252 -3.793
31 H -2.490 2.590 -2.091
32 C -7.058 -2.818 -5.359
33 O -6.317 -3.067 -4.170
34 H -8.110 -2.969 -5.126
35 H -6.918 -1.791 -5.707
36 H -6.771 -3.508 -6.157
37 H -5.388 -2.934 -4.376
38 C 4.211 1.685 0.395
39 O 5.107 1.852 -0.713
40 H 3.204 1.603 -0.001
41 H 4.446 0.780 0.953
42 H 4.263 2.553 1.055
43 H 6.000 1.927 -0.375
44 C 5.681 5.075 1.360
45 O 4.282 5.024 1.606
46 H 5.858 4.752 0.337
47 H 6.068 6.092 1.481
48 H 6.215 4.404 2.041
49 H 4.130 5.302 2.514
50 C 4.781 -1.324 3.473
51 O 4.102 -0.192 2.950
52 H 5.753 -1.382 2.986
53 H 4.934 -1.233 4.553
54 H 4.230 -2.246 3.268
55 H 3.239 -0.151 3.380
56 C 6.776 -3.090 -3.562
57 O 6.361 -1.854 -2.989
58 H 5.957 -3.794 -3.442
59 H 6.994 -2.979 -4.627
60 H 7.660 -3.485 -3.054
61 H 7.081 -1.228 -3.088
62 C 0.180 0.247 4.533
63 O 1.090 -0.287 3.572
64 H 0.533 1.242 4.791
65 H -0.825 0.322 4.111
66 H 0.156 -0.371 5.435
67 H 0.786 -1.166 3.323
68 C -1.503 -5.428 -6.334
69 O -1.008 -4.148 -6.717
70 H -0.726 -5.915 -5.749
71 H -2.403 -5.335 -5.720
72 H -1.725 -6.046 -7.207
73 H -1.693 -3.713 -7.233
74 C -0.780 -3.566 1.679
75 O -0.374 -2.387 0.997
76 H 0.041 -3.870 2.321
77 H -1.653 -3.363 2.307
78 H -1.015 -4.378 0.983
79 H -1.094 -2.089 0.431
80 C 0.639 -4.463 5.604
81 O -0.092 -3.443 4.935
82 H 1.568 -4.615 5.060
83 H 0.876 -4.170 6.630
84 H 0.081 -5.403 5.619
85 H -0.917 -3.305 5.413
86 C -3.895 -1.900 6.214
87 O -2.611 -2.399 5.844
88 H -4.102 -2.253 7.220
89 H -3.904 -0.808 6.211
90 H -4.669 -2.274 5.541
91 H -2.412 -2.094 4.953
92 C -3.078 2.548 2.805
93 O -2.760 1.180 2.551
94 H -3.866 2.582 3.554
95 H -2.197 3.072 3.185
96 H -3.433 3.030 1.892
97 H -2.062 1.171 1.891
98 C 2.428 5.583 5.617
99 O 3.402 5.774 4.590
100 H 1.456 5.505 5.138
101 H 2.623 4.663 6.174
102 H 2.417 6.430 6.306
103 H 4.262 5.844 5.009
104 C -6.504 2.444 1.766
105 O -5.961 3.642 1.213
106 H -6.034 1.598 1.271
107 H -6.294 2.388 2.837
108 H -7.584 2.391 1.607
109 H -6.380 4.380 1.659
110 C -0.918 5.284 1.852
111 O -0.239 4.912 3.050
112 H -1.986 5.250 2.049
113 H -0.645 6.298 1.550
114 H -0.681 4.583 1.047
115 H 0.704 4.937 2.869

Calculated values
Total charge: 0
LUMO level, eV: 0.30
Strongest force on any atom, eV Å⁻¹: 1.85
HOMO energy, eV: -9.256
Electronic energy, hartree: -7421.56067
HOMO-LUMO gap, eV: 9.555


No. 2
This record from the Open Molecules 2025 dataset describes a 11-piece molecular cluster, C23H72N18O11 overall at a distorted geometry. The level of theory is ωB97M-V with the def2-TZVPD basis set.

CARTESIAN COORDINATES (ANGSTROEM)
1 C -1.255 -0.444 -1.893
2 O -1.195 -0.088 -0.518
3 C -0.112 -0.696 0.180
4 C -0.164 -0.105 1.590
5 C 0.902 -0.758 2.464
6 N -1.496 -0.237 2.201
7 H -0.642 0.232 -2.507
8 H -2.286 -0.274 -2.197
9 H -0.898 -1.441 -2.153
10 H -0.278 -1.779 0.191
11 H 0.841 -0.445 -0.298
12 H 0.103 0.950 1.499
13 H 1.880 -0.839 1.982
14 H 0.629 -1.735 2.873
15 H 1.093 -0.144 3.351
16 H -2.158 -0.048 1.450
17 H -1.687 -1.199 2.467
18 C 1.189 1.463 -4.908
19 O 2.236 1.638 -5.818
20 C 1.928 1.096 -7.075
21 C 3.107 1.198 -8.003
22 C 3.537 2.679 -8.167
23 N 2.824 0.561 -9.264
24 H 1.463 1.804 -3.909
25 H 1.017 0.383 -4.800
26 H 0.279 2.015 -5.162
27 H 1.734 0.020 -6.902
28 H 1.000 1.458 -7.542
29 H 3.979 0.740 -7.528
30 H 4.430 2.710 -8.793
31 H 3.859 3.083 -7.206
32 H 2.711 3.210 -8.641
33 H 3.599 0.572 -9.909
34 H 2.020 0.928 -9.755
35 C 2.438 5.981 -0.052
36 O 1.825 5.138 0.895
37 C 2.097 5.510 2.227
38 C 1.882 4.308 3.116
39 C 0.698 3.414 2.750
40 N 1.780 4.722 4.528
41 H 3.527 5.974 0.064
42 H 2.065 7.006 0.050
43 H 2.206 5.617 -1.051
44 H 3.144 5.822 2.307
45 H 1.454 6.339 2.550
46 H 2.737 3.629 3.073
47 H 0.764 2.434 3.223
48 H 0.727 3.145 1.685
49 H -0.271 3.898 2.891
50 H 1.704 3.911 5.134
51 H 0.872 5.174 4.626
52 C -2.018 -4.215 2.086
53 O -3.088 -4.325 1.179
54 C -4.105 -3.369 1.376
55 C -4.747 -3.028 0.028
56 C -3.737 -2.309 -0.838
57 N -5.837 -2.059 0.272
58 H -1.556 -3.218 1.975
59 H -1.301 -4.988 1.827
60 H -2.323 -4.233 3.139
61 H -4.881 -3.753 2.058
62 H -3.756 -2.462 1.891
63 H -5.091 -3.976 -0.384
64 H -3.296 -1.449 -0.338
65 H -4.146 -1.963 -1.797
66 H -2.948 -2.931 -1.280
67 H -6.140 -2.070 1.240
68 H -5.506 -1.117 0.099
69 N 2.667 -3.707 -0.370
70 C 2.994 -3.184 0.848
71 N 2.691 -3.999 1.896
72 O 3.431 -2.052 0.986
73 H 2.609 -4.704 -0.477
74 H 2.693 -3.130 -1.188
75 H 2.044 -4.759 1.811
76 H 2.966 -3.598 2.775
77 N -4.687 3.301 -0.291
78 C -3.992 2.126 -0.382
79 N -2.682 2.291 -0.730
80 O -4.504 1.027 -0.252
81 H -5.665 3.222 -0.083
82 H -4.240 4.193 -0.370
83 H -2.245 3.194 -0.660
84 H -2.064 1.478 -0.715
85 N -1.093 -0.595 5.217
86 C -1.055 0.634 5.829
87 N -1.208 1.659 4.941
88 O -0.914 0.761 7.034
89 H -0.627 -1.291 5.780
90 H -0.948 -0.671 4.223
91 H -1.439 1.392 3.996
92 H -1.145 2.620 5.208
93 N -4.581 0.613 -4.145
94 C -3.437 0.272 -4.800
95 N -2.749 1.340 -5.310
96 O -3.085 -0.880 -4.984
97 H -4.802 1.569 -3.948
98 H -5.069 -0.139 -3.691
99 H -2.943 2.269 -4.990
100 H -2.079 1.163 -6.032
101 N 4.161 1.314 3.730
102 C 4.773 0.171 4.168
103 N 4.542 -0.903 3.375
104 O 5.433 0.124 5.195
105 H 4.263 2.192 4.202
106 H 3.768 1.328 2.806
107 H 3.963 -0.931 2.548
108 H 4.948 -1.788 3.615
109 N 2.184 -2.168 6.919
110 C 1.095 -2.968 6.674
111 N 0.539 -3.506 7.786
112 O 0.607 -3.072 5.555
113 H 2.818 -2.383 7.667
114 H 2.496 -1.604 6.150
115 H 0.915 -3.322 8.697
116 H -0.288 -4.069 7.725
117 N 0.482 -4.276 -3.340
118 C -0.584 -3.603 -3.892
119 N -0.170 -2.639 -4.788
120 O -1.728 -3.910 -3.649
121 H 0.209 -4.794 -2.521
122 H 1.451 -4.044 -3.431
123 H 0.812 -2.554 -4.954
124 H -0.897 -2.077 -5.206

Calculated values
Total charge: 0
LUMO level, eV: -0.05
Strongest force on any atom, eV Å⁻¹: 1.96
HOMO energy, eV: -8.608
Electronic energy, hartree: -2732.98370
Energy relative to the best compared isomer or geometry (same formula, charge and spin), eV: 1.2390
HOMO-LUMO gap, eV: 8.561


No. 3
This record from the Open Molecules 2025 dataset describes a 12-piece molecular cluster, C23H73BBrNO12P2S11 overall at a distorted geometry. The level of theory is ωB97M-V with the def2-TZVPD basis set.

CARTESIAN COORDINATES (ANGSTROEM)
1 C 0.214 -1.375 4.341
2 B 0.116 0.180 4.046
3 P -1.524 1.201 4.004
4 N -2.723 0.402 3.309
5 P 1.706 1.204 3.637
6 O 3.042 0.160 3.616
7 Br 1.866 2.497 5.507
8 H -0.749 -1.837 4.597
9 H 0.661 -1.878 3.471
10 H 0.858 -1.489 5.228
11 H -1.248 2.389 3.273
12 H -1.885 1.616 5.327
13 H -2.433 -0.528 3.030
14 H 3.019 -0.369 2.812
15 C 7.474 -2.478 2.748
16 S 6.552 -1.098 2.044
17 O 7.525 -0.258 1.285
18 C 6.218 -0.277 3.605
19 H 7.807 -3.116 1.932
20 H 8.339 -2.103 3.296
21 H 6.822 -3.046 3.413
22 H 7.152 -0.037 4.116
23 H 5.602 -0.928 4.226
24 H 5.673 0.640 3.391
25 C -5.913 0.676 3.866
26 S -6.826 -0.876 3.868
27 O -5.915 -1.930 3.332
28 C -7.951 -0.415 2.539
29 H -5.114 0.604 4.600
30 H -5.482 0.850 2.881
31 H -6.586 1.491 4.136
32 H -7.378 -0.162 1.648
33 H -8.557 0.436 2.851
34 H -8.600 -1.265 2.332
35 C -4.857 -0.428 -1.455
36 S -5.270 1.182 -0.773
37 O -6.385 0.975 0.198
38 C -5.997 1.849 -2.283
39 H -4.420 -1.030 -0.661
40 H -5.759 -0.915 -1.829
41 H -4.128 -0.309 -2.257
42 H -6.825 1.217 -2.606
43 H -5.234 1.900 -3.060
44 H -6.365 2.851 -2.070
45 C 2.611 7.255 3.802
46 S 2.451 6.221 5.269
47 O 1.030 5.779 5.346
48 C 2.658 7.559 6.460
49 H 2.473 6.624 2.926
50 H 1.849 8.035 3.814
51 H 3.607 7.699 3.777
52 H 1.893 8.319 6.298
53 H 3.652 7.993 6.349
54 H 2.553 7.143 7.460
55 C -0.076 -2.767 -3.292
56 S -0.475 -1.140 -2.629
57 O -1.598 -1.327 -1.661
58 C -1.188 -0.491 -4.150
59 H 0.348 -3.371 -2.490
60 H -0.982 -3.244 -3.665
61 H 0.654 -2.661 -4.093
62 H -2.023 -1.120 -4.466
63 H -0.422 -0.461 -4.921
64 H -1.546 0.519 -3.951
65 C 3.931 -1.510 8.646
66 S 3.391 -1.394 6.931
67 O 3.982 -2.554 6.202
68 C 4.380 0.051 6.519
69 H 3.460 -2.384 9.093
70 H 5.015 -1.620 8.685
71 H 3.622 -0.614 9.185
72 H 5.436 -0.164 6.694
73 H 4.061 0.899 7.124
74 H 4.224 0.277 5.469
75 C 3.373 0.594 -6.606
76 S 3.178 -0.393 -5.112
77 O 1.739 -0.800 -5.038
78 C 3.411 0.962 -3.950
79 H 3.226 -0.056 -7.467
80 H 2.631 1.393 -6.620
81 H 4.380 1.011 -6.634
82 H 2.671 1.740 -4.132
83 H 4.413 1.362 -4.061
84 H 3.287 0.573 -2.943
85 C 5.772 4.539 -3.873
86 S 5.572 3.511 -2.405
87 O 4.143 3.082 -2.360
88 C 5.766 4.848 -1.215
89 H 5.646 3.907 -4.752
90 H 5.017 5.326 -3.880
91 H 6.772 4.973 -3.879
92 H 5.012 5.614 -1.395
93 H 6.767 5.271 -1.305
94 H 5.636 4.434 -0.217
95 C 3.054 -3.581 -0.941
96 S 2.302 -3.707 0.691
97 O 2.763 -2.528 1.480
98 C 3.273 -5.123 1.237
99 H 2.619 -2.722 -1.451
100 H 4.131 -3.438 -0.842
101 H 2.842 -4.487 -1.509
102 H 4.336 -4.881 1.194
103 H 3.053 -5.980 0.599
104 H 2.992 -5.352 2.263
105 C -5.037 -5.394 -6.377
106 S -5.016 -3.865 -5.425
107 O -4.535 -2.784 -6.337
108 C -3.633 -4.324 -4.366
109 H -5.813 -5.310 -7.136
110 H -4.070 -5.545 -6.857
111 H -5.266 -6.229 -5.715
112 H -2.755 -4.546 -4.974
113 H -3.905 -5.193 -3.766
114 H -3.417 -3.483 -3.707
115 C -7.706 -0.896 -7.501
116 S -7.481 -1.327 -5.767
117 O -8.079 -2.679 -5.569
118 C -8.659 -0.123 -5.123
119 H -7.084 -1.561 -8.097
120 H -8.752 -1.022 -7.781
121 H -7.392 0.136 -7.662
122 H -9.644 -0.297 -5.556
123 H -8.313 0.884 -5.360
124 H -8.710 -0.244 -4.042

Calculated values
Total charge: 0
LUMO level, eV: -0.76
Strongest force on any atom, eV Å⁻¹: 1.87
HOMO energy, eV: -7.577
Electronic energy, hartree: -9539.00738
HOMO-LUMO gap, eV: 6.816


No. 4
This record from the Open Molecules 2025 dataset describes C23H74HfN5O16S as an isolated structure at a distorted geometry. The level of theory is ωB97M-V with the def2-TZVPD basis set.

CARTESIAN COORDINATES (ANGSTROEM)
1 Hf -3.685 -3.967 1.904
2 S -6.379 -3.628 0.483
3 O -7.381 -2.616 0.541
4 O -6.727 -4.761 -0.327
5 O -4.991 -3.127 0.203
6 O -5.975 -4.206 1.837
7 C -1.822 -0.135 0.897
8 C -1.619 -1.485 0.185
9 C -0.160 -1.943 0.354
10 O -2.478 -2.441 0.739
11 H -1.516 0.727 0.310
12 H -1.351 -0.146 1.888
13 H -2.872 -0.024 1.186
14 H -1.795 -1.257 -0.874
15 H 0.487 -1.205 -0.129
16 H 0.118 -2.944 0.028
17 H 0.139 -1.898 1.407
18 C -1.750 3.824 0.273
19 C -2.433 5.169 -0.042
20 C -1.505 6.321 0.291
21 O -1.272 6.293 1.682
22 C -0.389 7.281 2.127
23 N -2.754 5.230 -1.483
24 H -2.389 3.019 -0.098
25 H -1.815 3.784 1.365
26 H -0.739 3.785 -0.126
27 H -3.412 5.231 0.436
28 H -1.996 7.250 -0.022
29 H -0.577 6.245 -0.291
30 H -0.373 7.258 3.216
31 H -0.589 8.324 1.853
32 H 0.641 7.134 1.772
33 H -3.198 4.355 -1.748
34 H -1.876 5.152 -1.998
35 C -0.411 1.751 -4.537
36 C 0.693 1.462 -3.533
37 C 0.954 -0.023 -3.326
38 O 1.445 -0.563 -4.545
39 C 1.932 -1.888 -4.469
40 N 1.955 2.168 -3.869
41 H -1.335 1.455 -4.027
42 H -0.302 1.244 -5.493
43 H -0.591 2.802 -4.764
44 H 0.435 1.920 -2.571
45 H 0.072 -0.547 -2.931
46 H 1.761 -0.119 -2.585
47 H 1.057 -2.547 -4.494
48 H 2.500 -2.151 -3.570
49 H 2.532 -1.962 -5.373
50 H 2.504 2.332 -3.029
51 H 2.518 1.451 -4.327
52 C 4.815 2.707 2.000
53 C 4.611 4.120 1.452
54 C 3.102 4.446 1.312
55 O 2.385 3.542 0.480
56 C 1.601 2.613 1.192
57 N 5.208 5.071 2.371
58 H 4.415 1.966 1.307
59 H 4.363 2.616 2.991
60 H 5.881 2.493 2.085
61 H 5.046 4.192 0.455
62 H 3.076 5.449 0.875
63 H 2.607 4.484 2.289
64 H 0.934 2.108 0.497
65 H 1.034 3.052 2.021
66 H 2.236 1.885 1.713
67 H 5.113 6.026 2.044
68 H 4.820 5.074 3.306
69 C -2.704 -2.377 -5.043
70 C -2.905 -3.665 -4.260
71 C -1.700 -3.837 -3.342
72 O -1.817 -5.035 -2.583
73 C -0.650 -5.459 -1.948
74 N -4.182 -3.743 -3.580
75 H -3.267 -2.328 -5.977
76 H -1.698 -2.207 -5.440
77 H -2.981 -1.506 -4.444
78 H -2.876 -4.438 -5.034
79 H -1.624 -3.027 -2.600
80 H -0.770 -3.820 -3.920
81 H -0.097 -4.607 -1.526
82 H 0.086 -5.991 -2.564
83 H -0.801 -6.164 -1.123
84 H -4.193 -3.074 -2.818
85 H -4.370 -4.675 -3.241
86 C 6.540 -1.711 3.062
87 C 5.363 -0.888 3.620
88 C 4.099 -0.880 2.776
89 O 4.354 -0.734 1.381
90 C 3.194 -0.839 0.608
91 N 5.067 -1.473 4.944
92 H 6.798 -1.224 2.116
93 H 6.287 -2.752 2.867
94 H 7.398 -1.558 3.714
95 H 5.770 0.124 3.684
96 H 3.437 -0.071 3.110
97 H 3.567 -1.844 2.766
98 H 2.703 0.143 0.620
99 H 2.408 -1.512 0.972
100 H 3.433 -1.086 -0.425
101 H 5.814 -2.110 5.197
102 H 4.295 -2.131 4.880
103 O -4.587 -1.941 2.721
104 H -4.536 -0.962 2.716
105 H -5.260 -2.147 3.389
106 O -5.290 1.035 2.880
107 H -4.798 1.750 2.458
108 H -5.834 0.667 2.169
109 O 1.084 -4.493 2.144
110 H 1.639 -4.347 2.917
111 H 1.704 -4.673 1.427
112 O -4.510 -1.306 -1.632
113 H -5.134 -1.832 -1.127
114 H -3.681 -1.445 -1.173
115 O -2.100 -2.733 3.358
116 H -1.362 -3.044 3.898
117 H -2.092 -1.770 3.441
118 O -1.611 -5.002 1.777
119 H -1.420 -5.903 1.474
120 H -0.728 -4.589 1.925

Calculated values
Total charge: +1
LUMO level, eV: -6.04
Strongest force on any atom, eV Å⁻¹: 10.03
HOMO energy, eV: -10.568
Electronic energy, hartree: -2844.16294
HOMO-LUMO gap, eV: 4.524